1.
C4H7NO2 | the ωB97M-V functional and the def2-TZVPD basis

```
! RIJCOSX wB97M-V def2-TZVPD def2/J DEFGRID3
* xyz 1 2
C -0.136 -1.702 -1.339
N -0.154 -1.034 -0.115
C -0.937 1.234 0.274
C 0.239 0.318 0.011
C 1.371 0.450 1.163
O 2.213 -0.336 1.322
O 0.273 -1.165 -2.323
H -0.514 -2.725 -1.350
H -0.763 -1.404 0.619
H -1.554 0.898 1.101
H -1.514 1.298 -0.631
H -0.569 2.232 0.460
H 0.781 0.534 -0.911
H 1.266 1.401 1.720
*
```

## Properties
HOMO-LUMO gap (spin up / spin down): 11.2179 / 6.2325 eV
E_HOMO (spin up / spin down): -16.0 / -15.5 eV

2.
C4H7NO2S | the ωB97M-V functional and the def2-TZVPD basis

```
! RIJCOSX wB97M-V def2-TZVPD def2/J DEFGRID3
* xyz 0 1
C -2.870 -0.203 -0.329
C -0.973 -1.210 1.023
C 0.435 -0.806 0.396
C 1.755 1.257 -1.184
N -2.016 -0.861 0.175
O -3.676 0.366 -0.912
O 1.027 1.576 1.256
S 0.319 1.045 0.113
H -1.015 -0.598 1.948
H -1.032 -2.261 1.244
H 1.380 -1.091 0.806
H 0.527 -1.264 -0.525
H 1.533 2.042 -1.748
H 2.557 1.643 -0.409
H 2.050 0.366 -1.854
*
```

## Properties
HOMO-LUMO gap: 9.9472 eV
E_HOMO: -9.2 eV

3.
C4H7NO2S | the ωB97M-V functional and the def2-TZVPD basis

```
! RIJCOSX wB97M-V def2-TZVPD def2/J DEFGRID3
* xyz 0 1
C 0.648 -0.268 -0.584
C 0.138 -1.619 0.032
C -1.097 -0.920 0.492
C -1.066 1.703 -0.243
N -0.617 0.377 -0.144
O 2.597 1.507 0.067
O 3.329 -0.733 -0.399
S 2.265 0.091 0.121
H -0.215 -2.338 -0.750
H 0.730 -2.196 0.802
H -2.057 -1.217 0.010
H -1.240 -0.842 1.549
H -2.058 2.094 -0.639
H -0.957 2.295 0.730
H -0.400 2.066 -1.045
*
```

## Properties
HOMO-LUMO gap (spin up / spin down): 7.5450 / 7.5500 eV
E_HOMO (spin up / spin down): -8.7 / -8.7 eV

4.
C4H7NO2S | the ωB97M-V functional and the def2-TZVPD basis

```
! RIJCOSX wB97M-V def2-TZVPD def2/J DEFGRID3
* xyz 0 1
C -1.326 -1.143 -0.012
C -0.275 0.745 0.096
C 0.648 1.600 -0.716
C 1.040 -1.513 0.415
N -0.041 -0.651 0.004
O -1.671 -2.295 0.313
O -2.955 1.144 0.324
S -2.008 0.564 -0.604
H -0.259 1.153 1.224
H 0.344 1.607 -1.735
H 1.650 1.387 -0.590
H 0.649 2.641 -0.336
H 1.691 -1.846 -0.421
H 1.818 -0.953 1.095
H 0.693 -2.440 0.944
*
```

## Properties
HOMO-LUMO gap: 9.9560 eV
E_HOMO: -9.4 eV

5.
C4H7NO2S | the ωB97M-V functional and the def2-TZVPD basis

```
! RIJCOSX wB97M-V def2-TZVPD def2/J DEFGRID3
* xyz 0 1
C -1.520 1.330 1.004
C -0.318 -0.773 1.598
C 0.789 -1.515 1.065
C 1.159 -1.175 -0.147
H -0.508 2.100 1.052
H -1.820 0.978 2.169
H -2.504 1.788 0.382
H -1.184 -1.421 2.032
H 0.037 -0.135 2.458
H 1.231 -2.227 1.673
H 2.040 -1.368 -0.630
N -0.857 0.071 0.509
O 0.588 1.646 -0.753
O -0.099 -0.364 -2.041
S 0.259 0.146 -0.717
*
```

## Properties
HOMO-LUMO gap: 10.1046 eV
E_HOMO: -9.7 eV

6.
C4H7NO2S | the ωB97M-V functional and the def2-TZVPD basis

```
! RIJCOSX wB97M-V def2-TZVPD def2/J DEFGRID3
* xyz 0 1
C -2.000 -0.637 -1.443
C 0.453 -0.720 -1.610
C 0.245 0.708 1.545
C 1.719 0.796 1.757
H -2.806 -0.958 -2.119
H -1.985 -1.184 -0.466
H -2.066 0.423 -1.160
H 1.249 -1.014 -2.296
H 1.875 1.191 2.804
H 2.136 -0.202 1.664
H 2.186 1.433 1.022
N 0.853 -0.251 -0.509
O -0.781 -0.950 -2.117
O -0.153 0.176 0.384
S -0.927 1.188 2.543
*
```

## Properties
HOMO-LUMO gap: 9.3173 eV
E_HOMO: -8.8 eV

7.
C4H7NO3 | the ωB97M-V functional and the def2-TZVPD basis

```
! RIJCOSX wB97M-V def2-TZVPD def2/J DEFGRID3
* xyz -2 1
O 0.709 1.359 2.177
C 0.790 0.201 1.737
O 1.606 -0.697 2.000
C -0.397 -0.150 0.686
C -0.322 0.627 -0.622
C 0.849 0.225 -1.541
O 1.105 1.103 -2.521
N -1.911 -1.307 0.825
H -0.346 -1.273 0.637
H -0.176 1.697 -0.453
H -1.232 0.490 -1.218
H 1.726 -0.026 -0.906
H 0.641 -0.804 -1.971
H -1.187 0.268 1.292
H -1.855 -1.713 -0.122
*
```

## Properties
HOMO-LUMO gap: 6.2127 eV
E_HOMO: 0.8 eV

8.
C4H7NO3 | the ωB97M-V functional and the def2-TZVPD basis

```
! RIJCOSX wB97M-V def2-TZVPD def2/J DEFGRID3
* xyz 0 1
C 0.178 1.191 0.562
C 0.599 -0.021 -0.021
C 0.372 2.638 -0.065
C 1.359 -1.025 -0.261
N -1.116 -2.878 -0.035
O -0.864 -3.166 1.078
O -2.197 -2.046 -0.132
O -0.737 0.295 -0.014
H 0.188 1.155 1.739
H -0.440 3.297 0.181
H 0.242 2.553 -1.132
H 1.399 3.046 0.039
H -2.426 -2.073 -1.092
H 2.525 -1.077 -0.179
H 0.917 -1.889 -0.667
*
```

## Properties
HOMO-LUMO gap: 10.0123 eV
E_HOMO: -9.5 eV

9.
C4H7NO3 | the ωB97M-V functional and the def2-TZVPD basis

```
! RIJCOSX wB97M-V def2-TZVPD def2/J DEFGRID3
* xyz 0 1
C -0.704 0.912 0.289
C -1.210 -0.413 0.828
C 1.072 0.713 -0.025
C -0.880 -1.173 -0.411
N 0.571 -1.310 -0.667
O 1.426 1.837 -0.692
O 1.896 0.232 0.730
O -1.640 -1.492 -1.306
H 2.261 2.170 -0.320
H 1.272 -1.549 0.030
H 0.768 -1.689 -1.588
H -0.666 1.699 1.039
H -1.231 1.270 -0.595
H -2.290 -0.434 0.997
H -0.644 -0.772 1.691
*
```

## Properties
HOMO-LUMO gap: 10.2134 eV
E_HOMO: -9.6 eV

10.
C4H7NO3 | the ωB97M-V functional and the def2-TZVPD basis

```
! RIJCOSX wB97M-V def2-TZVPD def2/J DEFGRID3
* xyz 0 1
C -0.612 -0.252 0.538
C 0.060 0.703 -0.311
C -1.687 -1.183 -0.089
C 2.531 1.216 0.396
N 2.624 -0.078 0.106
O 2.396 -0.904 1.052
O 2.794 -0.424 -1.113
O -0.866 1.207 0.526
H 0.012 -0.671 1.329
H 0.453 0.859 -1.327
H -2.057 -1.841 0.732
H -1.317 -1.916 -0.751
H -2.550 -0.688 -0.507
H 2.809 1.861 -0.371
H 2.414 1.690 1.387
*
```

## Properties
HOMO-LUMO gap (spin up / spin down): 7.9535 / 7.1171 eV
E_HOMO (spin up / spin down): -8.9 / -8.6 eV

For the records above, the corresponding energy relative to the best compared isomer or geometry (same formula, charge and spin) values read 20.2 313.5 525.7 289.3 472.1 349.0 525.8 657.0 234.9 883.7 kJ/mol.